DFT (ωB97M-V with the def2-TZVPD basis set) results for H18HgO9 as an isolated structure.

The geometry in XYZ format:
```
28
Properties=species:S:1:pos:R:3:forces:R:3:mulliken_charge:R:1
Hg -0.037 -0.115 -0.074 0.5 -0.3 0.3 1.8189
O -1.212 0.776 -1.838 -1.3 0.6 -0.5 -0.5433
H -1.408 0.318 -2.675 0.1 0.2 0.4 0.2748
H -2.056 1.217 -1.546 1.2 -0.7 -0.5 0.2999
O -1.089 -2.134 -0.766 -0.1 -0.3 -0.5 -0.5535
H -1.492 -2.838 -0.256 -0.1 -0.2 0.4 0.2698
H -0.858 -2.556 -1.609 0.1 0.3 0.2 0.2565
O 1.120 -1.047 -2.278 -1.6 -1.2 -0.6 -0.5481
H 1.039 -1.088 -3.245 0.3 0.1 0.4 0.2908
H 1.796 -0.439 -2.056 1.4 1.0 0.1 0.2790
O -0.172 2.522 0.036 -0.5 0.0 -0.1 -0.4372
H -0.626 3.348 -0.049 -1.0 0.8 -0.2 0.2399
H 0.704 2.836 0.208 1.1 -0.1 0.4 0.2765
O 1.900 1.234 -0.898 1.4 -0.1 0.5 -0.6488
H 1.556 1.858 -1.540 0.2 0.4 -0.3 0.3416
H 2.861 1.401 -0.716 -1.2 -0.1 -0.5 0.2786
O -2.255 0.315 0.724 0.2 -1.9 -0.3 -0.5025
H -2.943 -0.367 0.656 0.1 0.3 0.0 0.2712
H -2.682 1.110 0.944 -0.9 1.8 0.6 0.2393
O -0.616 -1.637 2.134 2.4 -0.1 0.3 -0.4930
H -1.488 -1.720 2.437 -2.2 -0.2 0.7 0.2540
H -0.085 -1.788 2.949 -0.4 0.1 -0.9 0.2820
O 0.512 0.890 2.055 2.1 0.0 -0.8 -0.4516
H -0.136 0.958 2.719 -1.4 0.1 1.3 0.2368
H 1.300 1.353 2.385 -0.4 -0.1 -0.2 0.2466
O 2.106 -1.216 0.428 -0.5 -1.3 1.2 -0.5839
H 1.913 -2.187 0.517 0.3 1.0 -0.5 0.3128
H 2.350 -1.004 1.355 0.0 0.1 -0.6 0.2931
```
Forces are in eV/Å.

Output
Energy relative to the best compared isomer or geometry (same formula, charge and spin), kcal per mole: 8.1
Electronic energy, eV: -22878.9490
HOMO, eV: -18.44
Frontier orbital gap, eV: 11.33
Total charge: +2

---

DFT (ωB97M-V with the def2-TZVPD basis set) results for one molecule with the formula C13H14N2O5S.

The geometry in XYZ format:
```
35
Properties=species:S:1:pos:R:3:forces:R:3:mulliken_charge:R:1
O 0.681 0.653 3.952 -0.1 -1.0 -0.3 -0.5977
O -0.180 4.055 0.764 1.3 -0.8 0.4 -0.5712
N -0.524 -0.195 0.720 1.2 0.3 1.3 -0.4895
N -0.504 -1.197 -1.448 1.7 -0.9 -0.9 -0.4183
O 1.524 2.818 1.645 -0.7 0.2 0.4 -0.3823
O -0.504 -2.232 -3.534 0.2 0.0 0.3 -0.3493
O 2.172 -3.467 -2.804 -0.2 0.6 0.2 -0.4689
S 1.771 -1.050 1.741 -1.0 0.6 -0.1 -0.2003
C -0.085 0.649 3.004 1.2 1.9 1.0 0.4122
C 0.303 3.400 1.672 -1.8 1.2 -0.7 0.3439
C 0.231 -0.169 1.805 -0.9 -0.3 -1.4 0.4654
C 0.115 -0.915 -0.275 -0.7 -0.7 0.1 -0.6262
C 0.138 -1.992 -2.347 -1.4 1.2 1.5 0.4568
C 2.019 -2.285 -0.793 -0.2 -0.1 0.1 -0.5131
C 1.415 -2.588 -2.026 0.8 -0.6 -0.1 0.6286
C 1.345 -1.455 0.125 0.3 -0.6 -1.4 0.8260
C -1.861 -1.735 -3.716 0.1 0.6 1.2 -0.6966
C 1.603 -4.187 -3.911 -1.0 0.8 0.2 -0.6653
C -1.609 4.259 3.215 0.4 0.6 -1.0 -1.5292
C -1.123 1.777 3.021 -0.3 -0.7 -1.0 -0.9674
C -0.514 3.212 2.938 0.2 -1.1 1.7 0.6116
H 1.922 3.054 0.801 0.1 0.0 -0.3 0.3464
H 2.993 -2.728 -0.481 -0.9 0.2 -0.7 0.3674
H -2.512 -2.038 -2.883 0.3 -0.3 -0.3 0.3206
H -2.259 -2.062 -4.670 0.4 -0.4 0.0 0.2654
H -1.914 -0.641 -3.689 0.4 -0.1 -0.1 0.2950
H 2.237 -5.022 -4.206 0.3 0.3 0.4 0.2556
H 0.646 -4.586 -3.569 -0.1 -0.1 -0.4 0.3050
H 1.449 -3.516 -4.775 0.0 -0.4 0.4 0.2436
H -2.272 4.401 2.346 0.4 0.0 0.2 0.3283
H -2.261 3.968 4.040 0.4 -0.1 0.1 0.4159
H -1.110 5.227 3.451 -0.6 -0.6 -0.2 0.3560
H -1.718 1.630 3.931 0.3 0.3 -0.1 0.4876
H -1.778 1.665 2.170 -0.5 -0.1 -0.3 0.3722
H 0.164 3.292 3.789 0.3 -0.2 0.0 0.3718
```
Forces are in eV/Å.

Output
Energy relative to the best compared isomer or geometry (same formula, charge and spin), kcal per mole: 45.7
Electronic energy, eV: -37760.4048
HOMO, eV: -8.48
Structure (SMILES): COc1cc2sc(C(=O)C[C@H](C)C(=O)O)nc2nc1OC
Frontier orbital gap, eV: 7.82
Total charge: 0

---

DFT (ωB97M-V with the def2-TZVPD basis set) results for one molecule with the formula C11H16O2.

The geometry in XYZ format:
```
29
Properties=species:S:1:pos:R:3:forces:R:3:mulliken_charge:R:1
O -0.782 -1.634 0.917 0.1 0.7 0.4 -0.2134
O 0.274 -0.032 2.334 0.5 -2.8 -1.1 -0.3749
C -1.177 -2.912 0.744 -0.8 0.7 -0.7 -0.2614
C -0.993 -3.840 1.646 -0.6 -1.7 0.2 -0.4438
C -0.416 -3.580 2.926 1.4 3.2 0.0 -0.1859
C 0.197 -2.354 3.123 -2.8 -2.7 -0.4 -0.9601
C -0.021 1.817 -1.647 0.7 2.8 -0.1 -0.3957
C 0.051 2.389 -0.448 -0.8 0.0 -1.1 -0.4169
C 0.938 1.924 -4.067 -1.4 -0.9 -1.1 -1.0987
C 0.713 0.786 1.261 0.3 -0.2 -1.3 -0.6103
C 0.100 2.604 -2.957 -0.9 -2.7 -0.6 -0.5391
C -0.423 1.676 0.801 -1.0 -0.1 -0.3 -0.3826
C 0.233 -1.432 1.918 -1.7 1.4 2.9 0.2846
H -1.839 -3.105 -0.106 0.5 0.5 0.1 0.3264
H -1.472 -4.786 1.445 0.2 -0.2 0.0 0.3267
H -0.531 -4.333 3.659 0.3 -0.5 0.9 0.4408
H 0.718 -2.180 4.038 0.1 0.7 0.3 0.4180
H -0.534 0.929 -1.636 -0.7 -2.6 -0.6 0.5533
H 0.311 3.442 -0.524 0.3 0.0 1.0 0.3105
H 1.905 1.908 -3.624 1.2 -0.5 -0.3 0.3240
H 0.547 0.869 -4.281 0.7 1.3 0.6 0.2582
H 0.952 2.393 -5.118 -0.1 -0.1 1.9 0.2959
H 1.590 1.391 1.500 -0.1 0.1 0.7 0.4590
H 1.118 0.223 0.366 -0.8 0.0 1.0 0.3147
H -0.938 2.589 -3.275 -0.3 0.7 -0.3 0.2755
H 0.463 3.575 -2.818 0.3 1.6 0.5 0.3995
H -0.654 2.431 1.540 0.1 0.1 0.5 0.3095
H -1.422 1.068 0.737 2.0 0.9 -0.5 0.1955
H 1.092 -1.823 1.547 3.3 0.2 -2.3 0.3906
```
Forces are in eV/Å.

Output
Energy relative to the best compared isomer or geometry (same formula, charge and spin), kcal per mole: 77.4
Electronic energy, eV: -15757.6084
HOMO, eV: -8.09
Structure (SMILES): CC/C=C/CCO[C@H]1C=CC=CO1
Frontier orbital gap, eV: 9.05
Total charge: 0

---

DFT (ωB97M-V with the def2-TZVPD basis set) results for a 7-piece molecular cluster, C50H95BBrN2O20P2S6 overall.

The geometry in XYZ format:
```
177
Properties=species:S:1:pos:R:3:forces:R:3:mulliken_charge:R:1
C 1.177 -6.402 4.891 -0.6 0.4 -0.6 -0.8261
C -0.348 -6.655 4.889 1.7 -0.2 1.0 0.0182
O -0.617 -7.710 3.947 -0.9 1.3 0.1 -0.5167
B -1.384 -7.331 2.870 -0.1 -1.2 0.0 1.0229
O -2.414 -8.151 2.471 1.2 0.0 -0.9 -0.7480
C -1.145 -5.975 2.003 -0.5 -0.1 0.9 -0.3779
C -1.965 -4.843 2.085 0.0 -0.2 -1.9 -0.3731
P -3.448 -4.805 3.200 -0.4 1.0 2.6 0.8141
N -4.619 -3.708 2.588 1.6 -1.1 -1.1 -0.4121
O -4.236 -6.255 3.098 0.5 0.8 -0.7 -0.5184
C -1.568 -3.735 1.284 -0.6 0.6 -0.9 1.2035
C -2.321 -2.387 1.300 0.6 0.4 1.3 -0.8980
O -2.199 -1.722 2.302 -0.4 -0.4 -0.8 -0.4682
O -2.997 -2.019 0.194 -0.2 -1.2 0.9 -0.2663
C -4.267 -1.366 0.438 -0.7 1.0 -0.3 -0.1025
C -4.195 0.043 -0.186 0.2 -0.9 0.0 -0.7113
O -5.442 0.726 -0.018 0.5 -2.6 -1.4 -0.1358
C -6.087 0.692 -1.248 -0.7 1.0 -1.1 0.7353
C -7.016 -0.478 -1.595 0.2 0.3 1.1 -1.1695
O -5.937 1.597 -2.030 0.1 -0.6 0.6 -0.4408
C -0.454 -3.783 0.433 -0.5 -0.5 0.8 -0.1018
Br -0.026 -2.241 -0.606 -0.1 -0.6 0.2 -0.1073
C 0.286 -4.969 0.387 0.8 1.2 -1.1 1.0796
C 1.498 -4.993 -0.549 -0.7 0.4 0.2 -1.8890
C 2.673 -4.168 0.029 0.6 0.0 -0.5 -0.3404
C 3.862 -4.062 -0.981 0.4 0.4 1.0 -1.0574
C 5.172 -4.669 -0.380 -0.4 -0.1 -1.2 0.0899
C 6.114 -5.185 -1.519 0.6 0.3 1.0 -1.2554
C 7.464 -4.402 -1.562 -0.3 -0.5 -0.8 -0.6995
C 7.441 -3.201 -2.564 0.8 -0.2 0.8 -0.8696
C 8.022 -1.896 -1.944 -1.5 0.4 -0.4 -0.9862
C 6.864 -1.003 -1.352 0.5 -0.9 0.5 -0.0776
C 7.097 -0.693 0.142 -0.5 0.6 -0.5 -0.3644
C 6.044 0.248 0.746 0.9 -0.2 0.0 -0.5785
O 6.322 1.559 0.268 -0.5 -0.2 0.7 -0.3672
C 5.356 2.496 0.739 0.2 0.5 -0.5 -0.8094
N -0.066 -6.012 1.173 0.8 0.8 -0.9 0.0759
P 0.877 -7.551 1.150 -1.0 -2.3 1.7 0.3659
C 0.684 -8.380 -0.489 1.0 1.0 -0.8 -1.1169
C 2.655 -7.249 1.537 0.2 0.9 -1.5 -1.1941
H 1.454 -6.114 3.866 0.1 0.0 0.3 -0.0888
H 1.731 -7.315 5.143 -0.2 0.3 0.1 0.2777
H 1.449 -5.572 5.556 0.0 -0.3 -0.1 0.4102
H -0.596 -7.000 5.906 -0.3 -0.1 -0.5 0.4142
H -0.922 -5.732 4.711 0.1 -0.3 -0.2 0.0654
H -2.084 -9.062 2.515 -0.5 0.0 0.4 0.3174
H -4.478 -2.787 2.985 -0.2 -0.1 0.1 0.2695
H -4.514 -3.697 1.573 -0.7 0.4 0.0 0.3032
H -5.025 -6.088 3.644 0.0 -0.2 -0.1 0.3240
H -5.048 -1.983 -0.037 0.4 0.2 0.0 0.1613
H -4.545 -1.279 1.494 0.5 0.0 -0.1 0.2816
H -3.970 -0.108 -1.256 0.1 0.3 0.3 0.3622
H -3.363 0.592 0.281 -0.4 0.1 -0.1 0.2388
H -7.549 -0.775 -0.679 0.1 -0.1 -0.3 0.3693
H -6.420 -1.330 -1.954 -0.2 0.2 0.0 0.2636
H -7.740 -0.159 -2.349 0.3 -0.1 0.1 0.3710
H 1.158 -4.462 -1.454 0.2 -0.3 0.2 0.6182
H 1.765 -6.007 -0.870 0.1 0.2 0.3 0.4648
H 2.367 -3.141 0.269 -0.3 -0.5 0.1 0.5814
H 3.043 -4.615 0.961 -0.2 0.1 -0.2 0.2024
H 4.084 -2.994 -1.148 -0.3 -0.3 -0.2 0.0811
H 3.626 -4.480 -1.971 0.0 -0.1 0.4 0.5990
H 5.697 -3.899 0.205 -0.3 -0.2 -0.1 0.1965
H 4.902 -5.478 0.320 0.2 0.1 -0.3 0.3400
H 5.627 -5.108 -2.502 0.1 -0.1 0.3 0.5117
H 6.344 -6.244 -1.325 -0.2 0.2 -0.2 0.3462
H 8.216 -5.120 -1.925 0.0 0.3 0.3 0.4113
H 7.754 -4.097 -0.545 -0.1 0.0 -0.3 0.4304
H 8.077 -3.473 -3.419 -0.5 0.0 0.1 0.3987
H 6.398 -3.064 -2.890 0.4 0.2 -0.2 0.4885
H 8.477 -1.297 -2.746 0.3 -0.3 0.4 0.3713
H 8.745 -2.137 -1.152 0.0 0.1 -0.4 0.4438
H 6.787 -0.085 -1.948 -0.2 -0.2 0.3 0.5191
H 5.928 -1.581 -1.451 0.1 0.4 0.0 -0.3428
H 8.069 -0.184 0.209 -0.2 -0.3 0.3 0.2032
H 7.121 -1.603 0.763 0.2 0.1 -0.4 0.3149
H 6.163 0.222 1.851 -0.2 0.1 -0.3 0.2203
H 5.009 -0.060 0.498 0.3 0.1 0.0 0.5490
H 4.640 2.696 -0.075 0.0 0.0 0.4 0.2792
H 4.836 2.163 1.651 0.1 -0.1 -0.3 0.3450
H 5.878 3.435 0.972 -0.2 -0.2 -0.1 0.2405
H 1.697 -8.607 -0.871 -0.3 0.1 0.2 0.4115
H 0.240 -7.719 -1.252 -0.1 -0.3 0.3 0.3440
H 0.143 -9.329 -0.430 -0.1 0.4 0.3 0.3722
H 2.794 -6.376 2.186 -0.2 -0.5 0.1 0.3116
H 3.097 -8.150 1.983 -0.5 0.2 0.0 0.5437
H 3.210 -7.014 0.611 0.0 -0.2 0.4 0.2668
C -4.258 3.768 -3.593 0.0 0.0 0.0 -0.5449
C -4.773 4.758 -2.547 -0.1 0.0 0.0 0.4740
C -3.785 5.928 -2.497 -0.2 -0.1 0.4 -0.8443
S -3.040 6.024 -4.126 -0.5 -0.2 0.1 1.1154
O -1.635 5.710 -4.008 0.1 0.2 -0.1 -0.5322
O -3.499 7.217 -4.796 0.4 0.1 0.0 -0.6947
C -3.882 4.605 -4.812 -0.1 -0.3 0.0 -0.9934
H -5.005 3.016 -3.838 0.0 0.0 0.0 0.3812
H -3.374 3.252 -3.209 0.0 0.0 0.0 0.2475
H -5.761 5.120 -2.845 0.0 0.0 0.0 0.3548
H -4.877 4.292 -1.569 0.0 0.0 -0.1 -0.6298
H -4.280 6.871 -2.275 0.2 0.1 -0.1 0.4239
H -2.989 5.748 -1.775 0.1 0.0 -0.1 0.3110
H -3.225 4.086 -5.506 0.1 0.2 0.0 0.5005
H -4.770 4.964 -5.334 0.0 0.1 0.0 0.4022
C -6.862 5.181 2.697 0.0 -0.1 0.0 -0.6277
C -5.833 4.725 3.738 0.0 0.1 0.0 -0.6464
C -5.027 3.579 3.115 0.0 0.0 0.4 -0.7362
S -5.051 3.854 1.341 -0.3 0.4 0.2 1.2509
O -5.777 2.776 0.715 0.1 1.6 0.6 -0.5132
O -3.731 4.234 0.895 0.0 -0.3 -0.2 -0.7790
C -6.097 5.306 1.384 -0.2 0.3 0.1 -0.7879
H -7.330 6.124 2.978 0.0 0.0 0.0 0.3940
H -7.649 4.429 2.601 0.0 0.0 0.0 0.2770
H -5.166 5.556 3.978 0.0 0.0 0.0 0.3028
H -6.310 4.410 4.666 0.0 0.0 0.0 0.3397
H -3.995 3.574 3.462 0.0 -0.1 -0.2 0.3980
H -5.488 2.612 3.310 0.0 0.0 -0.1 0.3304
H -6.742 5.320 0.508 0.1 -0.1 -0.1 0.4028
H -5.448 6.183 1.388 0.0 0.0 0.0 0.4148
C -5.165 -5.012 8.534 -0.1 -0.1 0.0 -0.6365
C -5.461 -6.300 7.757 0.1 0.0 0.0 -0.5053
C -6.591 -5.990 6.768 0.1 -0.4 0.1 -0.6371
S -6.459 -4.238 6.390 0.3 -0.1 0.2 1.0052
O -7.627 -3.568 6.892 0.0 0.1 -0.3 -0.6833
O -6.016 -4.072 5.021 -0.2 0.0 0.0 -0.5595
C -5.090 -3.903 7.490 0.3 0.0 0.3 -0.5880
H -4.239 -5.087 9.104 0.0 0.0 0.0 0.3555
H -5.977 -4.810 9.236 0.0 0.0 0.0 0.3038
H -4.566 -6.608 7.209 0.0 0.0 0.0 0.1984
H -5.735 -7.119 8.421 0.0 0.0 0.0 0.3358
H -6.494 -6.563 5.849 -0.1 0.1 0.0 0.3200
H -7.571 -6.163 7.210 0.0 0.1 -0.1 0.3658
H -5.193 -2.905 7.911 -0.1 0.0 -0.1 0.4266
H -4.171 -3.972 6.906 -0.1 0.0 -0.1 0.2633
C 8.490 1.538 4.372 0.0 -0.1 0.1 -0.5844
C 9.595 1.077 5.331 0.0 0.1 0.0 -0.6801
C 10.378 -0.038 4.627 0.0 0.0 0.5 -0.6782
S 10.230 0.282 2.866 0.0 0.4 0.1 1.1457
O 9.476 -0.790 2.264 0.2 -0.1 0.0 -0.5920
O 11.505 0.698 2.346 0.0 -0.2 -0.2 -0.7143
C 9.163 1.709 3.014 -0.3 0.2 0.1 -0.4185
H 8.024 2.465 4.706 0.0 0.0 0.0 0.4203
H 7.712 0.772 4.309 0.0 0.0 0.0 0.2426
H 10.261 1.915 5.547 0.0 0.0 0.0 0.3107
H 9.187 0.731 6.280 0.0 0.0 0.0 0.3481
H 11.430 -0.032 4.903 0.0 -0.1 -0.2 0.3498
H 9.948 -1.018 4.827 0.0 0.0 -0.1 0.3625
H 8.459 1.731 2.181 0.1 -0.1 -0.1 0.1008
H 9.794 2.598 2.996 0.0 -0.1 0.0 0.3589
C 1.422 6.724 -4.298 0.1 0.1 -0.1 -0.4826
C 2.428 6.822 -5.452 -0.1 0.0 0.0 -0.6667
C 3.727 6.149 -4.990 0.0 0.3 -0.3 -0.6867
S 3.244 4.911 -3.782 -0.3 0.1 -0.2 1.2168
O 3.777 5.287 -2.496 0.1 -0.2 0.0 -0.6757
O 3.454 3.595 -4.335 0.2 -0.1 0.3 -0.6981
C 1.497 5.285 -3.807 -0.3 0.2 0.0 -0.6427
H 0.415 6.985 -4.615 0.0 -0.1 0.1 0.1982
H 1.713 7.409 -3.497 0.0 0.0 0.0 0.3040
H 2.033 6.297 -6.325 0.0 0.0 0.0 0.2875
H 2.606 7.857 -5.746 0.0 0.0 0.0 0.3406
H 4.248 5.663 -5.811 0.1 -0.1 0.1 0.3755
H 4.392 6.856 -4.496 0.0 -0.1 0.1 0.3565
H 1.078 5.146 -2.813 0.1 -0.1 0.0 0.4478
H 1.022 4.603 -4.512 0.0 0.0 0.0 0.3218
C -3.212 9.621 -8.613 -0.1 0.0 0.0 -0.6982
C -3.891 8.542 -7.760 0.1 0.1 0.0 -0.2735
C -5.404 8.684 -7.960 0.2 -0.2 0.4 -0.7043
S -5.631 9.385 -9.598 0.2 -0.2 0.0 1.1648
O -6.206 10.698 -9.462 -0.1 -0.1 -0.1 -0.6552
O -6.205 8.390 -10.468 -0.2 0.2 0.0 -0.6714
C -3.892 9.561 -9.977 0.4 0.1 0.1 -0.7281
H -2.138 9.456 -8.694 0.0 0.0 0.0 0.3546
H -3.370 10.602 -8.160 0.0 0.0 0.0 0.3272
H -3.566 7.554 -8.097 0.0 0.0 0.0 0.2579
H -3.625 8.630 -6.709 0.0 -0.1 0.0 0.1889
H -5.912 7.724 -7.909 -0.1 0.1 -0.1 0.3359
H -5.840 9.373 -7.238 0.0 0.1 -0.1 0.3857
H -3.736 10.455 -10.578 -0.2 0.0 -0.1 0.4140
H -3.582 8.676 -10.534 -0.1 0.0 0.0 0.3479
```
Forces are in eV/Å.

Output
Electronic energy, eV: -251621.4430
HOMO, eV: -10.88
Frontier orbital gap, eV: 7.07
Total charge: +1